C5H9NOS as an isolated structure, computed with ωB97M-V/def2-TZVPD.

```
17
Properties=species:S:1:pos:R:3:forces:R:3:lowdin_charge:R:1
C 0.4295 -0.8963 -0.5620 2.11 1.20 -2.78 -0.531
C 1.5025 0.1654 -0.8575 0.99 1.90 0.11 -0.429
C -0.1746 0.9106 1.1525 -1.25 -1.65 -4.49 -0.409
C 0.5995 -2.1373 -1.3955 -0.33 0.37 -1.62 -0.045
C -1.4949 1.5447 1.5739 -0.08 1.33 -0.72 -0.295
N -0.4848 -0.6837 0.2287 -1.22 2.10 3.66 0.115
O -2.5701 1.2203 0.6700 2.29 -1.40 -0.05 -0.103
S 0.8141 1.7237 -0.1727 -0.32 -0.48 1.18 0.852
H 2.4494 -0.1889 -0.3473 -0.82 0.60 -0.55 0.096
H 1.7787 0.6016 -1.9122 -0.67 -1.93 1.53 0.102
H 0.3601 0.6560 1.9888 1.65 -0.98 1.75 0.051
H -0.2758 -2.1635 -2.1763 1.87 -0.28 1.41 0.128
H 0.5597 -2.9236 -0.6847 -0.48 -1.24 0.22 0.054
H 1.6405 -2.2058 -1.8685 -1.67 0.36 0.37 0.098
H -1.2796 2.6604 1.5026 -0.56 -1.06 0.37 0.124
H -1.7464 1.2846 2.6271 0.16 0.06 -0.71 0.121
H -2.1076 0.4318 0.2331 -1.66 1.10 0.32 0.072
```
Forces are in eV/Å.

The value obtained for the energy above the lowest of the compared OMol25 structures with the same formula, charge and spin is 3.1517 eV. For the HOMO energy, the calculation gives -9.1 eV.


An isolated ion of composition C14H13O and charge +1, computed with ωB97M-V/def2-TZVPD.

```
28
Properties=species:S:1:pos:R:3:forces:R:3:lowdin_charge:R:1
C 2.1559 -0.1784 2.7251 0.18 -0.43 0.46 0.046
C 2.0381 -1.5722 3.1611 -0.66 4.00 -3.46 -0.020
C 1.4462 0.3026 1.6255 1.51 3.45 2.10 -0.038
C 1.2957 -2.3975 2.3957 -1.59 0.05 -0.72 0.019
C 0.5878 -0.4538 0.9529 -2.05 -3.44 -1.70 -0.165
C 0.4354 -1.8226 1.3368 0.51 -3.00 1.23 -0.166
C -0.9298 1.6050 -1.7475 -1.37 2.60 -1.32 0.007
C -0.0388 -0.0707 -0.2885 -0.45 0.89 -1.93 -0.129
C -0.4769 1.2341 -0.5439 0.50 -0.56 3.44 -0.179
C -1.0179 0.7242 -2.7212 -0.86 -1.35 -3.35 -0.219
C -0.2497 -0.9848 -1.3507 0.96 -1.85 1.36 0.071
C -0.5108 -2.7464 0.8192 0.37 5.18 -1.18 0.268
C -0.7311 2.1061 0.6148 0.10 2.32 -0.15 -0.014
C -1.4338 1.0212 -4.1568 0.23 3.24 2.55 0.047
O -0.7190 -0.5837 -2.5168 -0.30 1.14 0.48 0.089
H 2.8603 0.5493 3.2308 -0.94 -1.20 -0.44 0.144
H 2.6950 -1.8003 3.8771 1.97 -1.55 2.91 0.071
H 1.4460 1.4076 1.3855 0.75 -1.58 0.20 0.140
H 1.1879 -3.4585 2.6564 0.09 0.45 -0.31 0.133
H -1.4100 2.5880 -1.9469 0.74 -0.64 0.34 0.172
H -0.4752 -3.7719 0.8363 0.41 -2.28 0.49 0.074
H -1.3693 -2.2882 0.3282 -0.01 -0.42 0.20 0.077
H -1.5467 2.8286 0.4053 -0.10 -0.93 0.47 0.117
H 0.0423 2.8226 0.8907 0.65 0.07 -0.64 0.102
H -0.7455 1.5443 1.5133 -1.08 -0.47 0.85 0.081
H -1.2528 0.1875 -4.6811 0.75 -2.89 -2.31 0.044
H -0.8122 1.8834 -4.4830 -0.31 -0.68 -0.09 0.117
H -2.4713 1.3244 -4.3181 0.01 -0.12 0.52 0.109
```
Forces are in eV/Å.

As for the total charge: +1. The value obtained for the energy above the lowest of the compared OMol25 structures with the same formula, charge and spin is 3.8495 eV. For the HOMO energy (alpha / beta), the calculation gives -11.7 / -11.7 eV.